C11H41CaN10O10 as an isolated structure at a distorted geometry. Source: the Open Molecules 2025 dataset; level of theory: ωB97M-V with the def2-TZVPD basis set.

The gap between HOMO and LUMO is 7.54 eV. The LUMO energy is -4.10 eV. The total energy is -65887.27265 eV. The calculation puts the energy above the lowest of the compared OMol25 structures with the same formula, charge and spin at 0.0 kcal per mole. The HOMO energy is -11.64 eV.

Geometry as ORCA input:
```
! wB97M-V def2-TZVPD RIJCOSX def2/J DEFGRID3
* xyz 1 1
Ca 1.59218 3.29790 -0.47697
C -0.23660 0.19333 -0.24559
C -0.39387 1.01628 1.03024
O 0.56996 2.02244 1.11797
H -0.52833 0.77158 -1.12630
H -0.77624 -0.75661 -0.18987
H 0.80640 -0.08293 -0.42434
H -0.34911 0.28062 1.84225
H -1.38632 1.47844 1.08028
C -1.71459 -1.06329 -3.51816
O -2.86347 -1.85813 -3.24884
H -1.41432 -0.36642 -2.74016
H -0.88289 -1.74267 -3.74933
H -1.79803 -0.53487 -4.46867
H -2.61347 -2.41891 -2.50494
C 1.49485 0.36473 4.32969
O 2.17041 0.57611 3.09210
H 1.54801 -0.70053 4.56392
H 1.93337 0.95657 5.13205
H 0.42495 0.57613 4.25434
H 1.71544 1.26590 2.58353
C 1.29413 -3.53651 -0.80531
O 2.23550 -2.89089 -1.66171
H 0.33360 -3.03183 -0.88343
H 1.13385 -4.57950 -1.08279
H 1.66308 -3.51774 0.22121
H 2.97902 -3.49309 -1.77323
C -2.09384 3.19015 3.14239
O -0.82733 3.81747 2.93513
H -2.68406 3.18119 2.22307
H -1.93312 2.17071 3.50639
H -2.61393 3.76241 3.90534
H -0.32816 3.28422 2.29996
C -0.76138 3.10542 -3.08619
O 0.18775 3.29904 -2.30964
N -1.89886 3.82944 -3.04358
N -0.76729 2.08587 -3.97637
H -2.51451 3.86617 -3.83558
H -1.95100 4.51652 -2.31221
H 0.04400 1.55080 -4.22526
H -1.63755 1.89504 -4.44105
C -0.98322 -2.64130 3.39196
O -0.87530 -3.69294 3.99083
N -0.28377 -2.32937 2.26190
N -1.73565 -1.61866 3.91452
H 0.39171 -2.97884 1.90455
H -0.36145 -1.44744 1.79528
H -1.92524 -0.72701 3.49672
H -2.12754 -1.80332 4.82030
C -5.00762 0.45710 -1.01641
O -5.25742 1.35835 -0.22725
N -3.73362 0.09554 -1.31473
N -5.99170 -0.16047 -1.72940
H -3.47795 -0.57117 -2.03912
H -3.02618 0.64859 -0.86773
H -5.75850 -0.92467 -2.33656
H -6.93939 0.08895 -1.52238
C 3.39835 0.95947 -2.34410
O 2.44331 1.54830 -1.79630
N 3.65720 -0.33839 -2.16142
N 4.21827 1.59185 -3.23989
H 4.53148 -0.71940 -2.47631
H 3.05957 -0.90354 -1.57609
H 4.34895 2.58027 -3.13998
H 4.88271 1.01568 -3.72505
C 3.96131 -2.24878 1.53570
O 4.53165 -3.02369 0.78006
N 4.26446 -2.08884 2.84491
N 2.89543 -1.49621 1.12868
H 3.73404 -1.39315 3.34257
H 5.09461 -2.46253 3.26133
H 2.34299 -0.88583 1.71641
H 2.57031 -1.66908 0.19665
*
```

Atomic partial charges in e from the Mulliken method, atoms 1 to 4: 1.556 0.238 1.084 -0.696

---

C11H41CaN14O10 as an isolated structure at a distorted geometry. Source: the Open Molecules 2025 dataset; level of theory: ωB97M-V with the def2-TZVPD basis set.

The gap between HOMO and LUMO is 7.94 eV. The LUMO energy is -2.82 eV. The total energy is -71852.40184 eV. The calculation puts the energy above the lowest of the compared OMol25 structures with the same formula, charge and spin at 6.0 kcal per mole. The HOMO energy is -10.76 eV.

Geometry as ORCA input:
```
! wB97M-V def2-TZVPD RIJCOSX def2/J DEFGRID3
* xyz 1 1
Ca -3.04704 -18.36351 12.26860
C -0.87669 -16.02445 14.42601
C -1.62400 -17.07153 15.24010
O -2.24854 -18.05854 14.45603
H -1.54979 -15.31850 13.94447
H -0.24613 -16.53126 13.69118
H -0.21599 -15.43643 15.07137
H -2.36664 -16.59425 15.89067
H -0.89021 -17.56163 15.89501
C -3.36907 -18.16148 18.01971
O -3.81633 -19.06922 17.01736
H -3.31009 -17.13022 17.66364
H -4.06196 -18.19922 18.85820
H -2.40116 -18.50423 18.39637
H -3.23559 -19.04273 16.24434
C -0.36432 -15.06081 17.74819
O 0.13034 -14.21853 18.79628
H -0.08808 -16.08832 17.97966
H -1.44522 -14.94141 17.67338
H 0.16742 -14.80909 16.82508
H -0.36940 -13.40057 18.79627
C -3.25919 -15.13953 11.14171
O -3.21854 -16.37925 11.07753
N -4.38358 -14.43491 10.89442
N -2.19741 -14.43784 11.57357
H -4.40889 -13.44755 11.07259
H -5.25225 -14.87604 10.66133
H -2.17508 -13.43766 11.65092
H -1.34485 -14.86881 11.88698
C 2.95392 -15.22968 14.27057
O 2.18205 -14.84475 15.14970
N 4.23000 -15.64900 14.54596
N 2.63465 -15.12729 12.94900
H 4.52593 -15.47777 15.49333
H 4.92538 -15.49175 13.83722
H 3.31184 -15.28460 12.22761
H 1.75190 -14.69690 12.70527
C -5.80074 -17.09744 14.07945
O -4.92686 -17.22032 13.20704
N -5.57627 -17.32262 15.38036
N -7.08466 -16.75411 13.75381
H -6.32138 -17.30517 16.05136
H -4.69702 -17.72032 15.67961
H -7.30774 -16.52563 12.80368
H -7.70671 -16.41460 14.46472
C -3.04278 -12.04230 15.61865
O -3.77489 -12.70893 16.32852
N -2.81236 -12.36956 14.29656
N -2.30432 -10.99232 16.09588
H -3.15270 -13.25653 13.97604
H -2.10730 -11.87623 13.77702
H -2.42807 -10.82183 17.07825
H -1.80197 -10.33368 15.53693
C 0.96620 -20.42250 14.99420
O 1.71677 -21.38699 15.02507
N -0.39425 -20.52285 14.99225
N 1.45489 -19.13240 14.99725
H -0.97021 -19.71109 14.81027
H -0.83710 -21.38938 15.22755
H 2.42856 -18.99324 14.80545
H 0.80506 -18.37327 14.90779
C 0.08667 -18.02230 10.54219
O -1.04696 -18.09771 11.03940
N 1.17878 -17.82546 11.30819
N 0.28958 -18.09630 9.20142
H 2.09554 -17.95376 10.92252
H 1.06554 -17.76651 12.30517
H -0.49040 -18.20524 8.58355
H 1.23473 -18.00113 8.88306
C 0.46846 -12.32310 13.08630
O 0.25843 -13.31789 12.37810
N 1.07307 -12.38833 14.29349
N -0.03095 -11.10453 12.74783
H 1.40561 -11.57400 14.77615
H 1.44542 -13.28990 14.57916
H 0.03617 -10.30084 13.34164
H -0.46358 -11.04211 11.84327
*
```

Atomic partial charges in e from the Mulliken method, atoms 1 to 4: 1.531 1.510 -0.402 -0.619

---

A 11-piece molecular cluster, C11H44N14O11 overall at a distorted geometry. Source: the Open Molecules 2025 dataset; level of theory: ωB97M-V with the def2-TZVPD basis set.

Its structure (SMILES) is NC(N)=O.NC(N)=O.NC(N)=O.NC(N)=O.NC(N)=O.NC(N)=O.NC(N)=O.CO.CO.CO.CO. The gap between HOMO and LUMO is 8.25 eV. The LUMO energy is 0.21 eV. The total energy is -55506.63060 eV. The calculation puts the energy above the lowest of the compared OMol25 structures with the same formula, charge and spin at 106.2 kcal per mole. The HOMO energy is -8.04 eV.

Geometry as ORCA input:
```
! wB97M-V def2-TZVPD RIJCOSX def2/J DEFGRID3
* xyz 0 1
N 0.63846 -0.97246 -5.09174
C 0.67964 -0.47581 -3.87430
N 0.64149 -1.41866 -2.97858
O 0.86443 0.67245 -3.59781
H 0.72924 -0.18365 -5.71595
H 0.19517 -1.84525 -5.34040
H 0.94525 -1.11494 -2.06448
H 0.77328 -2.39064 -3.21936
N -3.42308 1.57898 -2.09896
C -3.83884 1.09575 -3.26062
N -2.81853 0.89876 -4.10004
O -5.03536 1.11230 -3.56174
H -4.13689 1.75703 -1.40695
H -2.47494 1.89762 -1.95898
H -3.15084 0.70476 -5.03387
H -1.99400 1.47219 -3.99312
N 0.76139 0.96827 4.00129
C 1.60390 0.67667 3.04535
N 2.02167 -0.50608 3.18249
O 1.77237 1.31456 2.07368
H 0.17405 1.77549 3.84794
H 0.74673 0.55008 4.92053
H 2.69044 -0.81628 2.49212
H 1.96969 -0.81683 4.14209
N 0.88252 -3.37399 -0.25613
C 0.12595 -4.19755 0.31417
N 0.41542 -5.45428 0.00840
O -0.84795 -3.83443 0.94418
H 0.67933 -2.40202 -0.07149
H 1.78242 -3.61233 -0.64790
H 1.17171 -5.58048 -0.64900
H -0.11883 -6.24280 0.34443
N -4.19089 -0.93388 0.22827
C -3.88645 -1.54950 1.26788
N -3.90485 -0.74834 2.31732
O -3.49806 -2.71642 1.31056
H -4.26457 -1.48501 -0.61489
H -4.53022 0.01733 0.21612
H -4.20207 0.21529 2.26115
H -3.46165 -1.06602 3.16748
N -1.44224 -2.10428 5.16613
C -1.48914 -2.59846 3.95336
N -0.68165 -2.06314 3.10302
O -2.27671 -3.48079 3.72055
H -0.73709 -1.49305 5.55246
H -2.07303 -2.53790 5.82505
H -0.63881 -2.30052 2.12225
H -0.07430 -1.28202 3.30568
N 5.71812 2.31253 -0.32130
C 4.69681 1.67902 0.15359
N 3.78285 2.53407 0.53337
O 4.57390 0.46661 0.36529
H 6.56455 1.80297 -0.53110
H 5.67407 3.27163 -0.63481
H 3.83176 3.48712 0.20261
H 2.91712 2.15432 0.88890
C -2.11141 5.13840 -0.43682
O -1.73900 3.89600 0.03496
H -3.10420 5.11798 -0.88631
H -2.28485 5.85141 0.36918
H -1.40850 5.64616 -1.09725
H -1.08874 3.50628 -0.55401
C -1.03577 3.56359 -3.68521
O -0.73131 2.78497 -2.57300
H -0.57890 4.55310 -3.70031
H -0.75260 3.21309 -4.67771
H -2.11218 3.61588 -3.84863
H -0.24152 2.02563 -2.89719
C 4.64396 -2.46097 1.77320
O 3.83074 -2.10538 0.62727
H 5.69865 -2.53727 1.50878
H 4.76167 -1.63580 2.47557
H 4.51091 -3.43225 2.24966
H 4.05015 -1.19642 0.40986
C -0.52738 0.43708 0.10881
O 0.49298 -0.50475 -0.22061
H -1.45632 -0.10870 -0.05642
H -0.48694 0.57416 1.18939
H -0.44757 1.44502 -0.29838
H 1.28542 -0.20524 0.23099
*
```

Atomic partial charges in e from the Mulliken method, atoms 1 to 4: -0.460 0.639 -0.188 -0.800

---

Look up the gap between HOMO and LUMO of the second one. 7.94 eV

---

Which of these has the highest total energy? C11H44N14O11

---

Among the records above, which one has the lowest LUMO? C11H41CaN10O10

---

Among the records above, which one has the lowest total energy? C11H41CaN14O10